No. 1
Computed, not measured: C40H29BrHfN5O4PS2 as an isolated structure, with ωB97M-V/def2-TZVPD.

Computed properties:
Largest force on an atom = 0.012 Eh/bohr
LUMO level = -0.980 eV
2S+1 = 1
Gap between HOMO and LUMO = 7.2 eV
Energy = -159903.19357 eV
ΔE to the lowest compared entry with this formula, charge and spin = 10.6 kJ/mol

XYZ file:
```
83
Properties=species:S:1:pos:R:3:lowdin_charge:R:1
Hf 0.251 -0.141 0.116 1.399
C 8.082 1.876 1.711 -0.076
O 6.899 2.632 1.899 -0.084
C 6.186 2.410 3.031 -0.285
C 5.031 3.184 3.177 0.008
C 4.210 3.011 4.269 -0.016
C 4.536 2.061 5.241 -0.286
C 5.722 1.359 5.136 -0.036
C 6.542 1.505 4.022 -0.009
N 3.750 1.817 6.427 0.078
N 2.533 1.597 6.379 0.087
C 1.860 1.486 5.109 -0.244
C 0.801 2.318 4.864 -0.014
C 0.148 2.328 3.615 0.027
C 0.551 1.453 2.637 -0.330
O -0.022 1.358 1.442 -0.266
C 1.623 0.555 2.891 -0.147
N 1.979 -0.264 1.852 0.027
C 2.912 -1.163 2.074 -0.124
C 3.548 -1.317 3.320 -0.010
C 3.230 -0.477 4.347 0.015
C 2.255 0.526 4.142 -0.102
H 8.489 2.189 0.754 0.094
H 7.866 0.805 1.682 0.096
H 8.810 2.081 2.500 0.097
H 4.800 3.919 2.417 0.123
H 3.319 3.614 4.368 0.119
H 5.997 0.671 5.926 0.119
H 7.447 0.920 3.951 0.105
H 0.496 3.010 5.639 0.121
H -0.679 2.996 3.419 0.125
H 3.188 -1.800 1.245 0.049
H 4.280 -2.103 3.441 0.114
H 3.700 -0.582 5.316 0.120
S 2.056 -1.590 -0.938 0.660
C 1.569 -1.767 -2.603 -0.720
C 2.573 -2.267 -3.494 -0.279
N 3.404 -2.671 -4.180 0.173
C 0.347 -1.413 -3.059 -0.720
S -0.910 -0.767 -2.043 0.679
C 0.021 -1.543 -4.450 -0.271
N -0.234 -1.621 -5.569 0.172
Br -0.417 -1.487 6.916 0.757
C -1.517 -0.951 5.475 -0.672
C -2.653 -0.194 5.721 -0.108
C -3.435 0.235 4.656 -0.053
C -3.073 -0.071 3.354 0.002
C -1.936 -0.837 3.128 -0.129
C -1.156 -1.292 4.186 -0.057
C -1.418 -1.005 1.755 -0.568
O -0.307 -1.615 1.560 -0.102
O -1.912 -0.392 0.773 -0.099
H -2.917 0.066 6.737 0.105
H -4.319 0.828 4.849 0.111
H -3.646 0.291 2.512 0.123
H -0.262 -1.868 3.990 0.118
C 0.148 4.898 -1.916 -0.282
P -0.375 3.500 -0.833 1.014
C 1.092 2.404 -1.182 -0.445
C 1.348 1.812 -2.427 -0.123
C 2.604 1.314 -2.737 -0.085
C 3.626 1.373 -1.799 -0.082
C 3.390 1.925 -0.549 -0.077
C 2.134 2.436 -0.243 -0.145
C -1.706 2.733 -1.820 -0.420
C -2.694 2.070 -1.094 -0.153
C -3.732 1.414 -1.739 -0.094
C -3.802 1.427 -3.122 -0.085
C -2.839 2.107 -3.858 -0.075
C -1.802 2.758 -3.212 -0.111
H 0.501 4.583 -2.899 0.034
H 0.952 5.441 -1.419 0.036
H -0.698 5.576 -2.038 0.042
H 0.558 1.758 -3.165 0.093
H 2.781 0.870 -3.708 0.117
H 4.601 0.969 -2.038 0.115
H 4.182 1.966 0.189 0.103
H 1.965 2.921 0.712 0.100
H -2.638 2.056 -0.012 0.087
H -4.479 0.886 -1.160 0.108
H -4.603 0.909 -3.632 0.107
H -2.895 2.122 -4.939 0.108
H -1.066 3.291 -3.803 0.096
```

No. 2
Computed, not measured: C40H30BrIrN12O3S2 as an isolated structure, with ωB97M-V/def2-TZVPD.

Computed properties:
Largest force on an atom = 0.013 Eh/bohr
LUMO level (spin up / spin down) = -4.427 / -7.408 eV
2S+1 = 6
Gap between HOMO and LUMO (spin up / spin down) = 4.4 / 2.5 eV
Energy = -160529.89333 eV
Net charge = +1

XYZ file:
```
89
Properties=species:S:1:pos:R:3:lowdin_charge:R:1
Ir -0.898 1.625 0.504 0.934
O -1.337 0.216 -3.325 0.014
C -2.573 0.609 -3.740 -0.273
C -3.094 0.032 -4.893 -0.012
C -4.339 0.412 -5.362 -0.081
C -5.075 1.386 -4.698 -0.090
C -4.547 1.958 -3.553 -0.048
C -3.311 1.569 -3.042 -0.111
C -2.832 2.191 -1.744 -0.381
O -1.493 1.993 -1.495 -0.356
N -3.658 1.589 -0.650 0.027
N -3.144 1.483 0.585 -0.133
C -3.913 1.288 1.584 -0.181
C -3.450 1.019 2.942 -0.578
Br -1.578 0.784 3.176 0.812
C -4.311 0.977 3.961 -0.085
C -4.115 0.734 5.397 -0.234
C -4.921 1.447 6.287 -0.034
C -4.791 1.272 7.654 -0.071
C -3.872 0.359 8.151 -0.077
C -3.089 -0.378 7.275 -0.075
C -3.205 -0.193 5.906 -0.071
H -1.110 0.840 -2.597 0.040
H -2.498 -0.705 -5.417 0.118
H -4.731 -0.044 -6.264 0.106
H -6.038 1.703 -5.076 0.102
H -5.099 2.743 -3.043 0.116
H -3.058 3.269 -1.777 0.153
H -4.658 1.723 -0.707 0.138
H -4.994 1.289 1.453 0.135
H -5.335 1.209 3.677 0.124
H -5.647 2.153 5.900 0.117
H -5.413 1.844 8.331 0.109
H -3.774 0.215 9.220 0.107
H -2.385 -1.106 7.660 0.106
H -2.606 -0.788 5.234 0.073
S -0.961 3.988 1.412 0.588
C 0.738 4.268 1.544 -1.221
S 1.172 3.405 2.944 0.649
C 1.528 4.967 0.678 -0.367
C 2.941 4.994 0.874 -0.223
N 4.083 4.943 1.033 0.171
C 0.984 5.565 -0.498 -0.237
N 0.524 6.036 -1.444 0.176
C 4.716 2.222 -0.579 -0.078
N 3.272 2.216 -0.668 -0.129
C 2.373 1.744 0.197 -0.169
N 1.170 1.851 -0.332 -0.044
C 1.399 2.423 -1.554 -0.172
N 2.666 2.649 -1.794 0.162
C 5.293 1.201 -1.532 -0.155
C 6.268 1.548 -2.475 0.052
C 6.802 0.613 -3.364 -0.016
C 6.355 -0.686 -3.345 0.033
C 5.344 -1.040 -2.423 -0.112
C 4.828 -0.092 -1.520 0.071
C 4.846 -2.354 -2.414 -0.202
N 5.318 -3.426 -3.078 0.170
N 4.600 -4.460 -2.716 0.165
C 3.671 -4.022 -1.847 -0.202
O 3.796 -2.701 -1.640 0.174
C 2.681 -4.783 -1.177 -0.119
C 2.800 -6.183 -1.178 0.026
C 1.896 -6.925 -0.446 -0.023
C 0.881 -6.284 0.253 0.022
C 0.729 -4.891 0.225 -0.157
C -0.432 -4.269 0.974 -0.067
N -0.754 -2.932 0.529 -0.139
C -0.275 -1.736 0.896 -0.172
N -0.819 -0.797 0.151 -0.006
C -1.659 -1.487 -0.674 -0.166
N -1.643 -2.783 -0.482 0.143
C 1.635 -4.142 -0.489 0.066
H 4.978 2.001 0.455 0.142
H 5.079 3.224 -0.788 0.118
H 2.612 1.394 1.190 0.123
H 0.601 2.684 -2.233 0.119
H 6.616 2.574 -2.514 0.136
H 7.558 0.919 -4.074 0.125
H 6.744 -1.434 -4.024 0.130
H 4.052 -0.388 -0.824 0.133
H 3.602 -6.654 -1.732 0.129
H 1.975 -8.003 -0.417 0.124
H 0.173 -6.880 0.818 0.133
H -0.241 -4.259 2.048 0.144
H -1.329 -4.860 0.804 0.138
H 0.433 -1.594 1.700 0.137
H -2.271 -1.013 -1.426 0.111
H 1.539 -3.065 -0.543 0.126
```

No. 3
Computed, not measured: C40H31CdF15GeN3O2S3 as an isolated structure, with ωB97M-V/def2-TZVPD.

Computed properties:
Largest force on an atom = 0.025 Eh/bohr
LUMO level = 2.023 eV
2S+1 = 1
Gap between HOMO and LUMO = 6.8 eV
Energy = -184899.10277 eV
Net charge = -1

XYZ file:
```
96
Properties=species:S:1:pos:R:3:lowdin_charge:R:1
Cd 0.113 0.394 0.242 1.187
N 0.325 -3.316 -2.393 0.035
C 0.397 -2.275 -1.487 -0.913
S -0.489 -0.848 -1.933 0.498
N 1.124 -2.498 -0.438 -0.038
N 1.081 -1.570 0.573 -0.127
C 1.943 -1.737 1.511 -0.111
C 2.028 -0.971 2.729 -0.157
C 3.053 -1.334 3.622 -0.076
C 3.239 -0.706 4.829 -0.127
C 2.373 0.337 5.178 -0.108
C 1.362 0.721 4.336 -0.037
C 1.134 0.096 3.079 -0.396
O 0.137 0.493 2.359 -0.235
H 0.100 -3.043 -3.334 0.056
H 1.041 -4.019 -2.291 0.077
H 2.650 -2.562 1.398 0.114
H 3.714 -2.141 3.324 0.100
H 4.040 -1.001 5.496 0.086
H 2.504 0.849 6.125 0.095
H 0.699 1.534 4.608 0.109
C -3.663 -2.511 -1.572 -0.064
C -3.500 -1.525 -0.440 -0.224
C -3.054 -1.971 0.808 -0.194
C -2.618 -3.407 0.985 -0.049
C -2.982 -1.077 1.879 -0.192
C -2.586 -1.559 3.255 -0.041
C -3.314 0.269 1.692 -0.194
C -3.137 1.238 2.838 -0.047
C -3.782 0.709 0.451 -0.201
C -4.297 2.119 0.288 -0.061
C -3.814 -0.177 -0.631 -0.211
C -4.151 0.340 -2.011 -0.059
H -3.979 -3.484 -1.196 0.071
H -2.720 -2.637 -2.112 0.050
H -4.420 -2.174 -2.279 0.068
H -3.449 -4.049 1.295 0.086
H -1.833 -3.484 1.735 0.071
H -2.209 -3.805 0.057 0.067
H -2.881 -2.595 3.412 0.070
H -3.065 -0.963 4.029 0.070
H -1.503 -1.482 3.394 0.084
H -3.957 1.167 3.561 0.086
H -3.082 2.265 2.485 0.062
H -2.200 1.023 3.352 0.063
H -3.487 2.799 0.017 0.022
H -4.756 2.478 1.209 0.076
H -5.055 2.169 -0.493 0.077
H -5.227 0.307 -2.210 0.087
H -3.639 -0.248 -2.771 0.062
H -3.810 1.368 -2.123 0.064
C 4.222 1.082 -2.390 -0.238
S 2.479 0.550 -2.191 0.792
C 1.862 1.712 -3.444 -0.257
O 2.135 1.094 -0.841 -0.674
H 4.350 1.990 -1.803 0.054
H 4.454 1.256 -3.439 0.046
H 4.852 0.287 -1.995 0.041
H 2.234 1.353 -4.405 0.057
H 2.216 2.719 -3.233 0.026
H 0.779 1.680 -3.431 0.017
F -1.328 7.179 -2.084 0.102
C -0.194 6.603 -2.499 -0.212
C 0.351 5.545 -1.795 -0.112
C 1.566 5.061 -2.251 -0.242
F 2.164 4.063 -1.580 0.056
C 2.206 5.561 -3.369 -0.146
F 3.375 5.058 -3.783 0.109
C 1.619 6.605 -4.062 -0.138
F 2.217 7.108 -5.141 0.122
C 0.420 7.135 -3.621 -0.139
F -0.122 8.165 -4.280 0.114
Ge -0.443 4.480 -0.267 0.632
S -0.901 2.545 -0.958 0.197
C 0.932 5.030 1.090 -0.120
C 1.194 6.377 1.262 -0.232
F 0.473 7.289 0.587 0.095
C 2.164 6.833 2.134 -0.142
F 2.409 8.139 2.276 0.114
C 2.886 5.910 2.870 -0.134
F 3.822 6.330 3.721 0.122
C 2.644 4.554 2.727 -0.134
F 3.351 3.688 3.452 0.125
C 1.675 4.131 1.832 -0.217
F 1.458 2.829 1.680 0.077
C -2.110 5.408 0.364 -0.125
C -2.358 5.809 1.665 -0.214
F -1.393 5.750 2.593 0.099
C -3.595 6.282 2.069 -0.141
F -3.799 6.687 3.327 0.115
C -4.632 6.341 1.157 -0.136
F -5.827 6.788 1.537 0.126
C -4.427 5.929 -0.148 -0.143
F -5.435 5.984 -1.022 0.119
C -3.180 5.462 -0.516 -0.267
F -3.016 5.024 -1.769 0.079
```

No. 4
Computed, not measured: C40H31Cl2IrN2O4P2S as an isolated structure, with ωB97M-V/def2-TZVPD.

Computed properties:
Largest force on an atom = 0.050 Eh/bohr
LUMO level (spin up / spin down) = 0.069 / -1.654 eV
2S+1 = 5
Gap between HOMO and LUMO (spin up / spin down) = 7.4 / 6.4 eV
Energy = -110448.30533 eV
ΔE to the lowest compared entry with this formula, charge and spin = 0.0 kJ/mol

XYZ file:
```
83
Properties=species:S:1:pos:R:3:lowdin_charge:R:1
Ir -0.786 -0.708 -0.948 1.335
Cl -2.465 -8.072 -1.121 0.680
C -1.841 -6.481 -0.927 -0.697
C -0.755 -6.290 -0.063 -0.113
C -0.288 -5.007 0.174 -0.554
Cl 1.071 -4.853 1.244 0.732
C -0.810 -3.849 -0.429 -0.382
O -0.379 -2.684 -0.035 -0.268
C -1.866 -4.067 -1.353 -0.082
C -2.764 -3.039 -1.970 -0.180
O -2.689 -1.845 -1.905 -0.029
C -2.346 -5.399 -1.557 -0.076
H -0.182 -7.090 0.357 0.098
H -3.576 -3.542 -2.538 0.130
H -3.225 -5.527 -2.192 0.113
C 2.371 2.206 0.895 -0.114
N 1.395 1.274 0.312 -0.489
P 1.753 0.157 -0.960 0.978
C 2.456 1.119 -2.287 -0.365
C 2.385 2.510 -2.401 -0.087
C 2.998 3.191 -3.430 -0.087
C 3.559 2.493 -4.469 -0.067
C 3.592 1.094 -4.408 -0.060
C 3.051 0.429 -3.311 -0.146
C 3.228 -0.849 -0.469 -0.346
C 3.117 -2.219 -0.467 -0.092
C 4.223 -3.014 -0.200 -0.064
C 5.415 -2.405 0.142 -0.074
C 5.522 -1.023 0.075 -0.057
C 4.416 -0.228 -0.236 -0.087
P -0.031 0.696 1.045 0.952
C 0.582 -0.052 2.599 -0.323
C 0.807 0.702 3.750 -0.084
C 1.493 0.180 4.878 -0.074
C 2.044 -1.058 4.745 -0.100
C 1.736 -1.876 3.662 -0.068
C 0.967 -1.400 2.606 -0.080
C -1.026 2.171 1.546 -0.335
C -0.865 3.307 0.786 -0.119
C -1.611 4.436 1.111 -0.088
C -2.480 4.488 2.197 -0.065
C -2.704 3.266 2.854 -0.080
C -2.041 2.092 2.534 -0.076
H 2.816 1.745 1.790 0.088
H 1.848 3.081 1.189 0.060
H 3.150 2.393 0.119 0.075
H 1.885 3.140 -1.655 0.101
H 2.870 4.244 -3.493 0.098
H 3.962 3.003 -5.319 0.100
H 3.975 0.529 -5.231 0.098
H 3.140 -0.667 -3.281 0.091
H 2.092 -2.578 -0.628 0.083
H 4.168 -4.087 -0.128 0.101
H 6.256 -3.014 0.328 0.094
H 6.472 -0.549 0.298 0.106
H 4.477 0.833 -0.291 0.088
H 0.441 1.729 3.691 0.098
H 1.701 0.823 5.729 0.106
H 2.644 -1.500 5.567 0.118
H 1.965 -2.924 3.688 0.091
H 0.784 -1.987 1.726 0.045
H -0.268 3.286 -0.120 0.104
H -1.427 5.308 0.438 0.120
H -2.926 5.399 2.621 0.113
H -3.445 3.221 3.644 0.106
H -2.293 1.175 3.058 0.122
S 1.295 -1.668 -5.196 0.598
C 0.408 -1.213 -3.936 -0.924
N -0.172 -0.881 -2.950 -0.131
O -2.750 -0.320 0.274 -0.108
C -2.961 0.741 -0.369 -0.659
O -2.086 1.139 -1.175 -0.118
C -4.240 1.520 -0.204 -0.131
C -4.334 2.834 -0.656 -0.035
C -5.447 3.605 -0.404 -0.086
C -6.583 3.013 0.134 -0.075
C -6.527 1.678 0.507 -0.073
C -5.366 0.958 0.353 -0.018
H -3.428 3.307 -1.168 0.142
H -5.418 4.620 -0.779 0.102
H -7.452 3.601 0.466 0.112
H -7.406 1.275 0.855 0.079
H -5.274 -0.046 0.675 0.110
```

No. 5
Computed, not measured: C40H31N6PPdS as an isolated structure, with ωB97M-V/def2-TZVPD.

Computed properties:
Largest force on an atom = 0.058 Eh/bohr
LUMO level = -0.398 eV
2S+1 = 1
Gap between HOMO and LUMO = 6.0 eV
Energy = -74528.10398 eV
ΔE to the lowest compared entry with this formula, charge and spin = 0.0 kJ/mol

XYZ file:
```
80
Properties=species:S:1:pos:R:3:lowdin_charge:R:1
Pd 0.223 -0.043 0.176 0.917
C -2.945 -0.498 3.055 -0.048
C -1.944 -0.800 2.138 -0.122
N -1.203 0.139 1.563 -0.063
C -1.387 1.446 1.881 -0.182
C -2.398 1.832 2.803 -0.179
C -3.185 0.816 3.386 -0.015
C -2.581 3.196 3.090 -0.068
C -1.748 4.126 2.511 -0.091
C -0.749 3.765 1.619 -0.017
C -0.548 2.427 1.245 -0.204
N 0.344 1.899 0.357 -0.070
C 1.204 2.486 -0.526 -0.188
C 1.441 3.847 -0.767 -0.016
C 2.334 4.263 -1.742 -0.088
C 3.010 3.368 -2.540 -0.057
C 2.862 1.991 -2.314 -0.161
C 3.580 1.015 -3.039 0.009
C 3.491 -0.306 -2.656 -0.033
C 2.652 -0.652 -1.605 -0.113
N 1.876 0.230 -0.981 -0.011
C 1.982 1.548 -1.291 -0.146
H -3.529 -1.292 3.490 0.104
H -1.728 -1.820 1.847 0.094
H -3.965 1.086 4.082 0.113
H -3.363 3.496 3.770 0.101
H -1.866 5.171 2.760 0.104
H -0.129 4.552 1.235 0.076
H 0.939 4.610 -0.203 0.075
H 2.504 5.321 -1.873 0.104
H 3.667 3.704 -3.328 0.105
H 4.217 1.320 -3.855 0.117
H 4.064 -1.074 -3.158 0.109
H 2.605 -1.669 -1.244 0.085
S -2.627 0.482 -1.111 0.730
C -4.153 0.077 -0.563 -0.833
N -4.812 1.046 0.188 0.068
C -6.133 0.915 0.503 -0.049
C -6.780 -0.234 0.146 -0.056
C -6.034 -1.217 -0.529 -0.090
N -4.761 -1.055 -0.863 0.073
H -4.311 1.909 0.342 0.128
H -6.602 1.743 1.008 0.128
H -7.824 -0.379 0.364 0.099
H -6.490 -2.146 -0.844 0.111
N 0.028 -1.997 0.060 -0.367
P 0.104 -2.869 -1.226 0.721
C 1.514 -4.035 -1.108 -0.301
C 2.665 -3.999 -1.884 -0.115
C 3.763 -4.761 -1.519 -0.085
C 3.719 -5.551 -0.384 -0.091
C 2.562 -5.611 0.377 -0.078
C 1.463 -4.856 0.016 -0.092
C -1.330 -3.998 -1.369 -0.274
C -1.216 -5.278 -1.898 -0.090
C -2.331 -6.092 -1.982 -0.089
C -3.562 -5.631 -1.542 -0.093
C -3.676 -4.356 -1.013 -0.085
C -2.563 -3.539 -0.926 -0.083
C 0.214 -2.106 -2.901 -0.275
C 0.577 -2.836 -4.027 -0.097
C 0.661 -2.209 -5.257 -0.085
C 0.360 -0.862 -5.376 -0.087
C -0.030 -0.137 -4.262 -0.071
C -0.107 -0.760 -3.030 -0.143
H 2.712 -3.383 -2.772 0.086
H 4.662 -4.720 -2.118 0.100
H 4.591 -6.111 -0.084 0.098
H 2.524 -6.230 1.261 0.102
H 0.552 -4.876 0.599 0.108
H -0.253 -5.640 -2.235 0.101
H -2.244 -7.085 -2.399 0.099
H -4.432 -6.268 -1.616 0.098
H -4.633 -3.988 -0.680 0.082
H -2.636 -2.536 -0.528 0.058
H 0.786 -3.892 -3.941 0.101
H 0.972 -2.765 -6.129 0.100
H 0.424 -0.378 -6.339 0.100
H -0.268 0.913 -4.354 0.108
H -0.435 -0.200 -2.150 -0.013
```